No. 1
Formula: C32H55BF2HfN2O24S4
Source: the Open Molecules 2025 dataset
Level of theory: ωB97M-V/def2-TZVPD

Geometry as XYZ:
```
121
Properties=species:S:1:pos:R:3:forces:R:3:lowdin_charge:R:1
Hf 2.534515 -1.004080 -0.785678 -6.463 2.288 4.912 2.1675
B 3.099111 -1.363998 1.547778 -0.001 0.040 0.747 -0.3596
H 3.591830 -2.032132 0.789926 1.999 -1.899 -3.092 -0.0298
H 3.121916 -0.291038 1.238075 0.185 2.610 -1.248 -0.0298
H 2.041551 -1.735183 1.515174 -2.346 -0.752 -0.061 -0.0151
H 3.651196 -1.485095 2.542332 0.567 -0.196 0.994 0.0617
C -1.106334 1.364778 -0.008538 -0.435 0.697 -0.674 0.0672
C 0.067121 0.515085 -0.300164 1.084 -0.678 -0.234 -0.5944
O 0.730721 0.588261 -1.368760 1.266 0.663 -1.801 -0.0996
O 0.514897 -0.401186 0.441856 1.206 -1.206 1.109 -0.0510
H -1.577127 1.296176 0.967314 0.177 -0.632 -0.014 0.0881
H -1.805283 1.170102 -0.827606 -0.184 -0.295 0.268 0.0872
H -0.892822 2.427799 -0.154583 0.525 -0.116 -0.010 0.0997
C 1.279441 3.191186 -6.391703 0.026 -0.207 -0.828 -0.0654
C 0.250437 4.132066 -6.393368 0.677 0.394 0.243 -0.0367
C -0.156187 4.657928 -5.185087 -0.195 -0.391 0.593 0.0210
C 0.302771 4.063672 -4.004407 -0.249 0.020 -0.703 -0.1575
C 1.198089 3.015376 -4.003667 0.650 -0.065 -0.502 -0.0308
C 1.781142 2.660637 -5.223768 -0.909 -0.348 0.694 -0.0928
N -0.181977 4.586825 -2.737797 0.185 0.651 0.394 -0.3459
O -1.176758 5.267502 -2.723958 -0.393 -0.051 -0.240 0.1147
O 0.508712 4.386728 -1.751984 0.221 -0.551 0.346 0.0541
H 1.698515 2.821677 -7.320372 -0.131 0.171 -0.115 0.1130
H -0.151292 4.560603 -7.299990 0.115 -0.163 -0.136 0.1187
H -0.844999 5.488061 -5.135575 -0.096 -0.069 0.069 0.1294
H 1.481646 2.466493 -3.120631 -0.065 0.349 0.367 0.0921
H 2.512824 1.862961 -5.243354 0.132 0.094 -0.105 0.1035
C -3.151736 -2.146023 0.737612 -0.086 0.278 -0.835 -0.0664
C -2.056590 -2.015771 1.574710 -0.632 -0.281 0.392 -0.0481
C -2.226945 -1.312323 2.760488 0.138 0.178 0.530 0.0167
C -3.423000 -0.656619 3.036151 0.256 -0.826 -0.462 -0.1138
C -4.480747 -0.722476 2.140234 -0.604 0.186 0.040 0.0109
C -4.347532 -1.498610 0.997060 0.435 0.157 0.302 -0.0832
N -3.528444 0.103231 4.310135 0.140 -0.057 -2.064 -0.3326
O -4.446328 0.898020 4.356323 -0.251 -0.299 0.767 0.0878
O -2.606695 0.013724 5.087603 -0.291 -0.241 0.647 0.0812
H -3.125334 -2.667013 -0.213108 0.456 -0.323 0.190 0.1110
H -1.154067 -2.560426 1.350617 0.151 0.198 0.145 0.0784
H -1.463079 -1.265244 3.523996 0.107 -0.074 -0.142 0.0916
H -5.410751 -0.196699 2.309173 0.076 0.041 0.256 0.1258
H -5.122083 -1.603376 0.250874 -0.343 0.112 0.313 0.1095
O -1.126717 -3.211970 7.217315 0.954 0.766 -0.858 -0.2712
S 0.071617 -2.486558 6.874376 0.281 -0.119 0.872 0.6370
O 1.360297 -3.066206 7.205492 -1.155 0.940 -0.279 -0.2860
O 0.073170 -2.215992 5.274152 -0.446 -0.566 0.622 -0.2688
C 1.236816 -1.652480 4.699989 0.971 0.960 -0.974 -0.2762
C 0.977681 -0.244974 4.159673 0.210 0.224 -1.535 -0.0635
C -0.113700 -0.768000 7.499826 0.450 -1.035 -0.419 -0.0786
H 1.580255 -2.247291 3.848568 -0.672 -0.321 -0.075 0.1008
H 2.152072 -1.695586 5.294398 -0.554 0.125 0.876 0.1237
H 0.465081 0.521138 4.737554 0.261 -0.288 0.632 0.0725
H 0.425549 -0.250725 3.211020 -0.384 -0.484 0.221 0.0537
H 1.919068 0.146984 3.758477 0.234 0.162 0.649 0.0740
H 0.163179 -0.798180 8.550292 -0.223 0.003 0.057 0.0755
H -1.141201 -0.469680 7.312272 -0.044 -0.126 0.160 0.0583
H 0.561831 -0.102668 6.967342 0.132 -0.151 -0.027 0.0544
O -0.845038 -4.425319 -0.326407 0.478 0.537 -0.430 -0.2367
S 0.552957 -4.404593 -0.037079 -0.898 -1.718 1.613 0.6434
O 1.296978 -3.157953 -0.199424 0.653 -0.018 -0.158 -0.4067
O 0.710866 -4.857673 1.515351 0.693 1.332 -2.267 -0.2390
C 0.259112 -6.193231 1.843906 -0.617 -0.326 1.096 -0.2581
C -0.402127 -6.111852 3.210651 0.028 -0.870 -0.156 -0.0367
C 1.356171 -5.752900 -0.890545 0.413 1.456 -0.259 -0.0788
H 1.098172 -6.890182 1.876082 0.272 0.402 -0.177 0.1271
H -0.484652 -6.590917 1.151390 0.120 0.364 -0.299 0.1201
H 0.045512 -5.421057 3.920602 0.237 0.078 -0.209 0.0861
H -0.262498 -7.126290 3.595063 -0.395 0.139 0.388 0.0929
H -1.465441 -5.901986 3.117190 0.028 0.079 0.084 0.0887
H 1.518288 -5.431302 -1.920457 -0.184 -0.009 -0.029 0.0767
H 0.698624 -6.613424 -0.872160 0.203 -0.147 0.262 0.0865
H 2.333800 -5.813965 -0.414759 -0.085 -0.636 0.055 0.0900
O 3.179211 1.247007 -0.288283 -0.231 -2.362 -1.434 -0.4385
S 3.954974 2.491950 -0.191792 -0.108 2.094 -0.359 0.6653
O 5.334264 2.395800 0.158997 -0.545 -0.190 -0.414 -0.2134
O 3.708603 3.246135 -1.591090 0.217 -1.419 1.707 -0.2584
C 4.809348 4.069847 -2.079124 -0.524 0.897 -1.059 -0.2097
C 4.242861 4.811098 -3.290728 0.052 -0.031 0.077 -0.0451
C 2.993771 3.464333 0.938542 0.104 -0.489 -0.796 -0.0618
H 5.602331 3.389971 -2.380384 0.225 0.255 0.214 0.1242
H 5.117944 4.799955 -1.332001 0.092 -0.347 0.243 0.1290
H 4.127752 4.115333 -4.120033 0.247 0.224 -0.207 0.0718
H 4.893415 5.656439 -3.516029 0.271 -0.313 -0.337 0.0937
H 3.265280 5.276218 -3.154764 -0.043 -0.261 0.573 0.0832
H 3.415994 4.464735 0.987945 0.153 -0.083 0.229 0.0998
H 2.994955 2.897737 1.866692 -0.026 0.295 0.177 0.0916
H 2.003042 3.505690 0.485664 -0.094 0.031 0.196 0.0590
O -1.059951 -2.854443 -3.336301 1.612 0.694 0.726 -0.2136
S 0.160620 -2.120764 -3.540983 -0.995 -0.441 -3.233 0.6986
O 1.109612 -1.830991 -2.466760 1.479 0.289 1.023 -0.4319
O 1.115995 -2.904356 -4.592947 -0.094 1.471 1.460 -0.2535
C 0.467046 -3.528421 -5.706386 -1.592 -2.414 -0.316 -0.2814
C 1.466315 -4.131920 -6.651444 0.790 0.815 0.062 -0.0510
C -0.195921 -0.633101 -4.504771 0.354 -0.014 1.006 -0.0569
H -0.275592 -2.950026 -6.262866 0.352 0.747 0.416 0.1321
H -0.100704 -4.346267 -5.245176 -0.137 0.108 -0.261 0.1238
H 2.090255 -4.869493 -6.149135 0.033 0.019 -0.071 0.0874
H 2.089378 -3.320316 -7.038118 0.207 -0.228 -0.060 0.0886
H 0.988851 -4.588867 -7.514751 -0.256 -0.055 0.160 0.0973
H -0.328221 0.244477 -3.868948 -0.101 -0.209 0.250 0.0591
H -1.122637 -0.824088 -5.037392 0.144 -0.064 -0.211 0.0912
H 0.691744 -0.469849 -5.110873 -0.195 -0.044 -0.285 0.0793
C -4.604577 0.729000 -1.760141 1.448 0.092 0.261 -0.0141
C -4.577282 2.255617 -1.348216 -0.416 -2.969 -0.407 -0.2544
O -3.641155 2.793187 -2.239176 -1.076 1.996 0.931 0.1600
C -3.136800 1.903617 -3.062868 0.346 -1.076 -1.743 -0.5946
O -2.454253 2.132129 -4.022673 0.087 0.015 0.924 0.1619
O -3.538044 0.673894 -2.718112 -0.085 -0.553 -0.571 0.0464
F -4.098690 2.356706 -0.084950 -0.071 0.435 0.138 0.0748
H -5.507732 0.294375 -2.185535 -0.142 0.572 -0.145 0.1436
H -4.248914 0.060654 -0.978453 -0.386 0.379 0.472 0.0966
H -5.608544 2.592676 -1.428183 0.415 1.171 0.071 0.1746
C -2.373835 2.787022 4.284390 -1.565 2.249 0.725 -0.0797
C -1.620451 3.978389 4.876073 -0.821 -1.781 0.172 -0.2715
O -1.077526 4.480272 3.701030 1.323 0.870 0.253 0.1383
C -0.735224 3.440155 2.885493 -1.306 1.047 0.402 -0.5030
O -0.002461 3.580638 1.956318 -0.047 -0.964 0.281 0.1639
O -1.493523 2.381095 3.255726 0.898 -1.018 -0.864 0.0665
F -0.626674 3.514049 5.711387 0.158 0.365 -0.148 0.0586
H -3.270972 3.250188 3.846047 0.204 -0.089 -0.405 0.1500
H -2.835657 2.062596 4.949893 1.385 -0.143 0.022 0.1033
H -2.234268 4.683148 5.431706 0.205 0.272 -0.333 0.1798
```
Positions in Å, forces in eV/Å.

Results
LUMO level = -8.24 eV
largest force on an atom = 8.43 eV Å⁻¹
frontier orbital gap = 0.2056 hartree
highest occupied orbital energy = -13.8 eV
E_tot = -136931.424 eV
total charge = +2


No. 2
Formula: C32H55BGeN8OOsS
Source: the Open Molecules 2025 dataset
Level of theory: ωB97M-V/def2-TZVPD

Geometry as XYZ:
```
100
Properties=species:S:1:pos:R:3:forces:R:3:lowdin_charge:R:1
Os -0.682473 -1.353985 0.427022 -0.462 0.614 -1.824 1.3890
C -3.731347 -3.537684 -0.911704 -0.272 0.511 -0.067 -0.0700
C -2.515031 -4.480975 -1.022413 -0.307 0.483 0.236 -0.3480
C -3.008868 -5.897089 -1.315600 0.510 -0.121 0.091 -0.0703
C -1.657142 -4.433574 0.233123 -0.216 0.327 -0.582 -0.1701
C -1.373957 -5.502228 1.078925 0.071 0.339 0.074 0.0304
C -0.567466 -4.998627 2.085445 -0.344 -0.420 -0.337 -0.0117
N -0.365710 -3.704523 1.860050 0.488 -0.434 0.413 -0.0176
N -1.018457 -3.325882 0.727860 1.102 -0.986 0.718 -0.0575
B 0.468060 -2.727348 2.708996 -0.052 0.073 -0.129 -0.4923
N 1.607725 -2.147053 1.817033 0.686 -0.401 0.527 -0.0209
C 2.921897 -2.241706 2.032234 0.313 0.220 -0.176 -0.0091
C 3.585680 -1.592700 1.001576 -0.178 0.135 0.045 0.0291
C 2.588710 -1.099878 0.170581 -0.422 -0.242 -0.126 -0.2431
N 1.376042 -1.458237 0.683004 1.734 -1.618 -0.347 -0.2220
C 2.755458 -0.295145 -1.107351 -0.308 0.206 0.672 -0.3235
C 2.071623 1.102995 -0.972641 3.208 0.055 -0.580 -0.1871
C 4.217094 -0.089189 -1.496522 -0.055 -0.058 0.079 -0.0324
N -0.466995 -1.594291 3.195328 0.329 -0.216 0.441 -0.0275
C -0.723359 -1.258349 4.455367 -0.236 0.436 0.365 -0.0176
C -1.621017 -0.207155 4.455717 0.098 0.005 -0.159 0.0206
C -1.894906 0.071785 3.119346 -0.283 -0.036 -0.443 -0.2214
N -1.162284 -0.792700 2.352567 -1.813 -1.060 2.173 -0.1905
C -2.873175 1.142761 2.616368 0.329 -0.399 -0.038 -0.3369
C -2.220237 2.194012 1.722010 -0.316 0.091 -0.205 -0.1119
C -3.546874 1.850813 3.790870 -0.086 -0.353 0.065 -0.0663
H -4.314577 -3.564763 -1.838816 0.034 -0.197 0.120 0.0878
H -3.384371 -2.462916 -0.734692 -1.839 -2.622 -0.649 -0.0008
H -4.377068 -3.841075 -0.080456 0.026 -0.081 -0.131 0.0938
H -1.889485 -4.154895 -1.863320 -0.004 0.023 0.099 0.1249
H -3.644389 -6.262226 -0.505320 0.004 0.016 -0.089 0.0917
H -2.164619 -6.581679 -1.440606 -0.146 -0.065 0.002 0.0867
H -3.586514 -5.905428 -2.239918 0.007 0.045 0.087 0.0891
H -1.712976 -6.517988 0.983800 -0.045 0.040 -0.072 0.1207
H -0.156074 -5.539815 2.921361 0.130 0.313 0.128 0.1429
H 0.942876 -3.290559 3.644956 -0.009 0.011 -0.033 0.1362
H 3.364774 -2.746965 2.874326 -0.316 -0.073 0.110 0.1412
H 4.650900 -1.492988 0.888335 -0.015 -0.007 -0.034 0.1198
H 2.264727 -0.858512 -1.908236 0.013 0.067 0.001 0.1037
H 2.535303 1.689674 -0.178032 -0.273 0.050 0.031 0.1174
H 0.903498 0.960337 -0.690223 1.199 1.364 2.543 -0.0495
H 2.152994 1.662697 -1.913172 0.274 0.021 0.131 0.1049
H 4.749960 0.475408 -0.727317 0.015 -0.062 -0.069 0.0984
H 4.282271 0.460047 -2.437589 0.002 -0.027 0.060 0.0896
H 4.709509 -1.052672 -1.634940 0.014 0.078 0.033 0.1023
H -0.292851 -1.747019 5.313684 0.181 -0.210 -0.224 0.1413
H -2.028278 0.280505 5.323053 -0.023 0.014 -0.040 0.1169
H -3.642937 0.630255 2.026900 0.074 -0.021 0.053 0.1490
H -1.445881 2.735501 2.270135 -0.071 0.035 -0.003 0.0714
H -2.975124 2.907818 1.379140 0.021 -0.039 0.152 0.0957
H -1.773949 1.737128 0.844495 -0.083 0.155 -0.103 -0.0030
H -2.810151 2.382661 4.399398 -0.076 -0.011 -0.031 0.0913
H -4.073853 1.131227 4.421129 0.010 0.143 0.035 0.0911
H -4.277909 2.571291 3.422185 0.068 -0.033 0.011 0.0906
C -0.011547 3.299974 -2.492816 -0.170 0.169 0.025 -0.1014
C -1.441385 3.250361 -3.007194 0.092 -0.119 -0.103 -0.2453
C -1.963877 1.864087 -3.391042 -0.268 0.159 0.197 -0.2609
C -2.036966 0.835876 -2.248460 0.183 0.528 -0.272 -0.2852
Ge -0.377544 -0.159765 -1.851441 -3.373 -3.156 -1.188 0.9481
C -0.192588 -1.747564 -3.015189 0.391 0.319 -0.923 -0.3117
C -0.000955 -1.527452 -4.532255 0.143 -0.461 0.034 -0.2602
C 1.394909 -1.146017 -5.028356 -0.134 0.274 0.105 -0.2470
C 1.876835 0.243368 -4.624264 0.036 -0.213 -0.287 -0.0960
H 0.278585 4.339770 -2.319117 0.109 -0.090 -0.036 0.0823
H 0.681935 2.866662 -3.219835 0.061 -0.034 0.155 0.0774
H 0.063569 2.781508 -1.528696 0.078 -0.079 -0.061 0.0288
H -1.502966 3.881661 -3.897541 -0.097 0.043 0.127 0.1197
H -2.097948 3.684062 -2.244931 -0.063 -0.009 -0.144 0.1151
H -1.413641 1.450188 -4.242219 -0.007 0.127 0.006 0.0968
H -2.992329 2.037759 -3.725211 0.091 -0.212 -0.147 0.1208
H -2.730219 0.040892 -2.545422 0.150 -0.112 0.210 0.0834
H -2.438889 1.312562 -1.350136 0.049 -0.154 0.032 0.0610
H 0.981363 0.661768 -1.541161 -0.851 -0.237 -1.799 -0.0574
H -1.154075 -2.258798 -2.891387 0.024 0.138 0.306 0.0575
H 0.589688 -2.407532 -2.626415 -0.076 0.055 0.053 0.0710
H -0.749941 -0.824393 -4.911412 0.047 -0.034 -0.004 0.1049
H -0.209726 -2.498930 -4.995270 -0.222 0.144 -0.036 0.1175
H 1.365948 -1.168113 -6.121032 0.078 -0.182 0.078 0.1173
H 2.120817 -1.897912 -4.698833 -0.063 0.005 -0.088 0.1154
H 1.162971 1.005453 -4.951484 0.083 0.039 0.121 0.0785
H 2.840307 0.447679 -5.097776 -0.087 0.118 0.049 0.0898
H 2.034880 0.307280 -3.549849 -0.066 0.163 0.093 0.0141
O -2.281584 -1.701133 -0.290452 0.532 4.133 -0.152 -0.4534
C 1.159720 5.772102 0.954475 -0.089 -0.002 -0.103 0.0135
C 1.542613 4.534071 1.695800 -0.206 0.577 -0.398 -0.2436
C 2.411636 4.499388 2.732905 0.027 -1.355 0.362 0.0623
C 2.651248 3.210844 3.316841 0.481 1.208 0.330 -0.2637
N 2.084551 2.098833 2.905170 -0.543 -0.585 -0.555 0.1434
C 1.224574 2.149661 1.876467 -0.260 1.323 -0.130 -0.6309
S 0.459543 0.775406 1.287879 1.174 1.601 1.108 0.9021
N 0.969695 3.363796 1.290312 0.303 -0.119 0.142 0.1255
C 3.605509 3.122045 4.467287 -0.100 -0.014 -0.125 -0.0010
H 1.667377 6.647156 1.351800 0.035 -0.082 0.062 0.0986
H 0.083720 5.944856 1.028769 0.007 -0.032 -0.034 0.1040
H 1.422093 5.682089 -0.102143 -0.042 -0.018 0.008 0.0938
H 2.911278 5.371431 3.121394 -0.074 0.097 -0.103 0.1330
H 0.315861 3.360720 0.519159 -0.069 0.202 0.026 0.1284
H 4.014596 4.095921 4.724848 -0.013 -0.014 -0.012 0.0862
H 4.425679 2.452892 4.204796 -0.048 -0.079 0.085 0.0998
H 3.085887 2.716393 5.335986 0.064 -0.101 -0.018 0.1015
```
Positions in Å, forces in eV/Å.

Results
2S+1 = 5
LUMO level (alpha / beta) = -6.73 / -8.20 eV
largest force on an atom = 4.77 eV Å⁻¹
frontier orbital gap (alpha / beta) = 0.2230 / 0.1956 hartree
energy relative to the best compared isomer or geometry (same formula, charge and spin) = 617.3 kJ/mol
highest occupied orbital energy (alpha / beta) = -12.8 / -13.5 eV
E_tot = -118518.616 eV
total charge = +2


> Number 2 is which compound?

C32H55BGeN8OOsS